# 1
103
Properties=species:S:1:pos:R:3:mulliken_spin:R:1 method="wB97M-V/def2-TZVPD" total_charge=+2 orbital_gap_ev="4.8 / 6.8" multiplicity=2 e_above_lowest_kcal_mol=0.0
Hf -0.950 -1.014 0.434 -0.0022
N 0.874 1.845 -2.677 0.0114
C 0.229 1.410 -1.613 0.0054
N 0.490 0.265 -1.008 0.0075
C 1.529 -0.550 -1.550 0.0739
N 1.678 -1.757 -1.156 -0.0688
N 0.712 -2.171 -0.276 0.1832
C 0.782 -3.445 0.150 0.2617
C -0.301 -3.956 0.892 0.1271
C -0.289 -5.264 1.426 0.0648
C -1.371 -5.724 2.118 0.0365
C -2.486 -4.878 2.304 0.0922
C -2.452 -3.620 1.778 -0.0018
N -1.403 -3.141 1.060 0.1380
C 2.409 0.019 -2.578 0.0139
C 3.575 -0.612 -3.013 0.0176
C 4.346 -0.030 -4.000 -0.0079
C 3.964 1.187 -4.569 0.0201
C 2.809 1.821 -4.153 -0.0120
C 2.046 1.225 -3.158 0.0121
H 0.592 2.732 -3.068 -0.0007
H -0.587 2.022 -1.243 -0.0120
H 1.620 -4.066 -0.139 0.0003
H 0.590 -5.878 1.281 -0.0009
H -1.374 -6.727 2.525 0.0007
H -3.351 -5.203 2.863 0.0051
H -3.279 -2.937 1.923 0.0222
H 3.854 -1.559 -2.571 0.0000
H 5.252 -0.518 -4.334 0.0001
H 4.574 1.639 -5.340 0.0010
H 2.510 2.773 -4.577 0.0001
C -0.708 -0.661 4.468 0.0005
C -0.867 -0.771 3.001 0.0044
O 0.185 -0.843 2.222 -0.0078
O -1.982 -0.814 2.433 0.0018
H -0.081 -1.478 4.827 0.0001
H -1.680 -0.685 4.953 0.0001
H -0.202 0.278 4.698 0.0000
C -1.052 -0.896 -4.171 0.0031
N -1.785 -2.089 -3.746 0.0014
C -2.239 -2.996 -4.807 0.0014
C -2.046 -2.288 -2.468 0.0019
C -2.872 -3.458 -2.038 0.0020
O -1.621 -1.458 -1.612 -0.0069
H -1.468 -0.550 -5.114 0.0000
H 0.006 -1.128 -4.307 -0.0009
H -1.166 -0.118 -3.425 -0.0008
H -1.669 -2.774 -5.704 -0.0005
H -3.299 -2.853 -5.017 -0.0001
H -2.058 -4.034 -4.544 -0.0004
H -2.726 -4.338 -2.657 -0.0010
H -3.927 -3.175 -2.095 0.0006
H -2.636 -3.699 -1.006 -0.0027
O -2.681 2.211 -1.165 0.0001
C -2.779 1.245 -0.443 0.0022
O -1.780 0.834 0.337 -0.0024
C -4.047 0.439 -0.367 -0.0031
C -5.234 1.078 -0.702 -0.0001
C -6.442 0.397 -0.636 0.0001
C -6.471 -0.933 -0.249 0.0003
C -5.288 -1.590 0.073 -0.0012
C -4.091 -0.903 0.014 -0.0024
H -5.197 2.115 -1.009 0.0000
H -7.363 0.909 -0.881 0.0000
H -7.412 -1.465 -0.202 0.0000
H -5.309 -2.633 0.367 0.0015
H -3.193 -1.467 0.263 0.0015
C 3.019 -0.640 3.659 -0.0014
Ge 3.444 0.455 2.125 0.0025
C 4.523 1.991 2.646 0.0006
C 4.342 -0.589 0.763 0.0025
Ge 1.466 1.688 1.295 0.0084
C 2.049 3.040 0.063 -0.0009
C 3.233 2.841 -0.655 0.0054
C 3.707 3.816 -1.520 -0.0010
C 2.989 4.993 -1.690 0.0011
C 1.807 5.204 -0.988 -0.0006
C 1.340 4.235 -0.114 0.0001
C 0.275 2.486 2.567 -0.0022
C 0.847 2.585 3.840 0.0019
C 0.185 3.266 4.854 -0.0001
C -1.061 3.822 4.611 0.0004
C -1.640 3.717 3.351 -0.0003
C -0.976 3.059 2.328 -0.0034
H 3.959 -1.061 4.022 0.0001
H 2.349 -1.451 3.387 0.0025
H 2.572 -0.059 4.465 0.0000
H 5.500 1.612 2.951 0.0000
H 4.088 2.529 3.487 -0.0001
H 4.663 2.692 1.825 0.0001
H 5.142 -1.135 1.266 -0.0001
H 4.794 0.042 -0.002 -0.0002
H 3.678 -1.305 0.283 0.0013
H 3.795 1.921 -0.542 0.0009
H 4.631 3.659 -2.060 0.0003
H 3.356 5.755 -2.367 0.0001
H 1.257 6.127 -1.116 0.0000
H 0.429 4.418 0.444 -0.0005
H 1.818 2.150 4.050 0.0000
H 0.640 3.353 5.832 -0.0001
H -1.585 4.338 5.404 0.0000
H -2.612 4.155 3.165 0.0000
H -1.435 2.993 1.351 0.0011

# 2
18
Properties=species:S:1:pos:R:3:lowdin_charge:R:1 method="wB97M-V/def2-TZVPD" total_charge=+1 orbital_gap_ev=10.3 multiplicity=1 e_above_lowest_kcal_mol=19.6
C -0.617 0.312 -0.959 -0.1867
C -0.305 1.768 -0.658 -0.4984
S -1.827 2.574 -0.010 0.7648
N -1.220 -0.385 0.277 0.1390
H 0.245 -0.246 -1.294 0.1245
H -1.437 0.292 -1.670 0.1267
H -0.039 2.267 -1.598 0.0897
H 0.463 1.944 0.089 0.0732
H -1.280 3.003 1.151 -0.1064
H -1.877 -1.118 0.025 0.1528
H -1.789 0.308 0.783 0.0892
H -0.628 -0.823 0.980 0.1429
H 2.838 0.002 1.329 0.0272
H 3.468 0.075 0.083 0.0332
O 3.437 -0.559 0.812 -0.0556
H 0.932 -3.057 -0.004 0.0686
H -0.357 -3.529 0.613 0.0626
O -0.007 -2.828 0.052 -0.0470

# 3
43
Properties=species:S:1:pos:R:3:lowdin_charge:R:1 method="wB97M-V/def2-TZVPD" total_charge=+1 orbital_gap_ev=10.2 multiplicity=1 e_above_lowest_kcal_mol=117.6
O 3.657 1.053 -2.400 -0.0287
H -1.133 1.092 -3.599 0.0762
O -0.720 2.862 2.520 0.0866
H -0.128 2.164 3.199 0.0867
H -1.267 2.128 -2.436 -0.0001
O 1.029 -0.542 -4.476 -0.0320
H 0.159 -0.478 1.241 0.0528
H 1.607 -0.097 -5.066 0.0237
O 1.380 -1.820 1.454 -0.0419
H 2.035 -2.048 0.837 0.0444
H 1.048 -2.671 1.670 0.0300
O 0.759 -4.422 0.840 -0.0261
H -0.133 -4.253 1.037 0.0238
H 1.164 -5.171 0.369 0.0849
O 2.722 0.228 2.360 -0.0752
H 0.351 2.649 -0.676 0.0657
H 3.008 0.638 1.533 0.0146
O 2.047 0.028 -0.504 -0.0371
H 2.668 -0.213 -1.234 0.0631
H 1.559 0.729 -0.868 -0.0195
O 0.401 1.189 3.992 0.0189
H -0.101 0.842 4.651 0.0338
H 0.370 0.447 3.203 0.1181
O -2.080 0.944 0.178 -0.0683
H -3.046 0.681 0.119 0.1150
H 4.231 0.855 -3.088 0.0179
O -1.148 2.108 -3.399 -0.0890
H -3.821 -1.017 -3.795 0.0108
H 0.211 -0.707 -4.934 0.0334
O -0.493 -0.283 1.974 -0.1027
H 2.336 -0.528 1.842 -0.0177
H -3.510 -2.274 1.976 -0.0138
O -4.240 -1.736 1.890 -0.0001
H -1.722 0.299 -0.473 0.0774
H -4.336 -1.426 2.769 0.0273
O -3.601 -0.943 -2.903 -0.0042
H -1.180 2.146 1.797 0.1949
H -3.910 -1.765 -2.625 0.0077
O 0.730 2.600 0.209 -0.0202
H -0.062 3.263 1.888 0.1102
H 1.658 2.550 0.387 0.0624
H 2.738 1.034 -2.787 0.0655
H -1.239 -0.133 1.330 0.0309

# 4
10
Properties=species:S:1:pos:R:3:lowdin_charge:R:1 method="wB97M-V/def2-TZVPD" total_charge=0 orbital_gap_ev=9.9 multiplicity=1 e_above_lowest_kcal_mol=145.1
C 1.615 0.141 -0.102 -0.2796
C -0.514 0.571 -0.324 -0.4563
H -1.243 -1.311 0.785 0.2058
H 2.655 0.118 0.019 0.1059
H -1.775 1.895 0.462 0.1457
N -0.207 -0.791 -0.623 -0.0993
N 0.845 1.253 -0.334 0.1283
N -1.625 0.833 0.128 0.1525
O -1.020 -1.641 -0.228 0.0385
O 1.269 -1.069 0.218 0.0585

# 5
62
Properties=species:S:1:pos:R:3:lowdin_charge:R:1 method="wB97M-V/def2-TZVPD" total_charge=-1 orbital_gap_ev=8.4 multiplicity=1
C 1.335 0.818 3.709 -0.1070
C 1.027 -0.196 2.503 -0.2217
C 0.711 0.628 1.204 -0.1081
C 0.007 -0.158 0.034 -0.3930
C 1.111 -0.663 -1.007 -0.1014
C 2.299 -1.478 -0.359 -0.1906
C 3.633 -0.670 -0.162 -0.1925
C 4.144 0.016 -1.484 -0.1966
N 3.690 1.445 -1.559 -0.0121
C 4.615 2.309 -0.869 -0.5072
N 5.802 2.566 -1.264 0.1273
N 4.111 2.939 0.365 0.0679
O -0.592 0.915 -0.734 -0.1745
Al -1.781 0.143 -1.954 0.2743
O -0.910 -0.332 -3.539 -0.2093
C -3.523 1.187 -2.281 -0.2216
O -4.699 0.327 -2.177 -0.2997
C -5.882 1.115 -2.023 -0.1602
O -1.987 -1.298 -0.776 -0.1433
C -1.114 -1.239 0.356 -0.4066
C -0.560 -2.693 0.725 -0.0794
C -0.257 -3.581 -0.524 -0.1741
F -0.886 -4.828 -0.336 -0.0892
C -2.135 -0.968 1.531 -0.0777
C -2.613 0.513 1.680 -0.2852
C -4.013 0.806 1.029 -0.0323
F -2.802 0.727 3.096 -0.1066
H 0.973 0.311 4.641 0.0652
H 2.452 0.867 3.807 0.0592
H 0.870 1.814 3.560 0.0648
H 1.932 -0.845 2.431 0.0898
H 0.192 -0.837 2.861 0.0806
H 0.167 1.564 1.493 0.1083
H 1.692 0.987 0.788 0.0940
H 0.621 -1.312 -1.770 0.0909
H 1.454 0.259 -1.533 0.1139
H 2.540 -2.314 -1.074 0.1053
H 2.059 -1.968 0.610 0.0810
H 4.422 -1.427 0.109 0.1056
H 3.606 0.035 0.710 0.0863
H 5.261 0.051 -1.424 0.0965
H 3.839 -0.549 -2.390 0.1242
H 3.570 1.710 -2.533 0.1138
H 6.208 3.207 -0.573 0.0463
H 3.110 3.057 0.170 0.0716
H 4.156 2.212 1.086 0.0620
H -1.389 -1.064 -3.942 -0.0114
H -3.567 1.611 -3.328 0.0689
H -3.564 2.037 -1.554 0.0437
H -5.679 2.160 -1.695 0.0786
H -6.546 0.621 -1.268 0.0816
H -6.450 1.126 -2.990 0.0792
H 0.267 -2.644 1.471 0.0997
H -1.414 -3.191 1.257 0.1170
H 0.847 -3.793 -0.529 0.1017
H -0.485 -3.103 -1.499 0.1127
H -1.797 -1.366 2.526 0.1111
H -3.049 -1.570 1.282 0.1282
H -1.879 1.280 1.363 0.1186
H -4.761 0.902 1.864 0.0832
H -4.002 1.808 0.535 0.0710
H -4.377 -0.010 0.369 0.0774

# 6
91
Properties=species:S:1:pos:R:3:lowdin_charge:R:1 method="wB97M-V/def2-TZVPD" total_charge=0 orbital_gap_ev=6.3 multiplicity=1 e_above_lowest_kcal_mol=8.1
Ta 8.535 -17.977 -7.734 1.6005
O 7.668 -21.852 -9.757 0.0019
C 8.343 -21.989 -10.901 -0.2613
C 8.280 -23.187 -11.622 -0.0224
C 8.755 -23.179 -12.888 -0.0949
C 9.509 -22.088 -13.375 -0.0838
C 9.732 -20.975 -12.562 -0.0342
C 9.087 -20.892 -11.353 -0.0954
C 9.082 -19.697 -10.483 -0.3239
O 8.185 -19.581 -9.489 -0.2180
N 10.077 -18.859 -10.558 0.0956
N 10.020 -17.888 -9.615 -0.0783
C 10.810 -16.869 -9.749 -0.0655
C 10.648 -15.755 -8.910 -0.2801
C 11.493 -14.664 -9.002 -0.0121
C 11.175 -13.498 -8.294 -0.0068
C 10.091 -13.599 -7.360 -0.0390
C 9.395 -14.758 -7.186 -0.0786
N 9.673 -15.888 -7.978 0.0246
H 7.703 -20.781 -9.573 0.0264
H 7.724 -24.050 -11.213 0.1262
H 8.436 -23.999 -13.536 0.1088
H 9.873 -22.106 -14.387 0.0889
H 10.430 -20.180 -12.869 0.1195
H 11.664 -16.929 -10.477 0.1514
H 12.335 -14.723 -9.683 0.1151
H 11.639 -12.533 -8.507 0.1127
H 9.937 -12.808 -6.661 0.1026
H 8.621 -14.872 -6.486 0.0794
C 7.256 -24.241 -5.935 -0.0788
C 7.177 -23.651 -7.316 -0.1931
N 6.713 -22.242 -7.262 -0.1145
C 5.297 -21.997 -7.747 -0.2464
C 4.208 -22.419 -6.792 -0.0912
C 7.532 -21.242 -7.059 -0.6594
S 6.814 -19.664 -6.787 0.7163
N 8.858 -21.528 -7.018 0.1467
C 9.846 -20.690 -7.158 -0.4262
O 9.928 -19.529 -7.695 -0.1975
C 11.153 -21.102 -6.608 -0.1514
C 11.209 -22.353 -5.954 -0.0154
C 12.437 -22.780 -5.476 -0.0767
C 13.608 -22.012 -5.663 -0.0886
C 13.582 -20.854 -6.421 -0.0664
C 12.306 -20.348 -6.812 -0.0103
H 7.420 -25.344 -5.962 0.0879
H 6.343 -24.033 -5.350 0.0783
H 8.072 -23.909 -5.315 0.0518
H 6.376 -24.144 -7.871 0.1132
H 8.119 -23.637 -7.910 0.1246
H 5.142 -22.560 -8.688 0.1224
H 5.231 -20.904 -7.951 0.0578
H 4.131 -23.538 -6.869 0.0845
H 3.253 -21.991 -7.142 0.0818
H 4.383 -22.102 -5.760 0.0768
H 10.328 -22.930 -5.699 0.0989
H 12.459 -23.749 -5.008 0.0955
H 14.523 -22.353 -5.167 0.1035
H 14.464 -20.319 -6.763 0.1005
H 12.229 -19.353 -7.262 0.1138
I 4.673 -16.127 -6.053 0.9762
C 5.900 -14.883 -7.149 -0.6857
C 5.757 -13.595 -6.764 -0.2170
C 6.161 -12.489 -7.573 -0.0546
C 6.761 -12.829 -8.783 -0.0404
C 6.764 -14.163 -9.273 -0.1992
C 6.998 -14.473 -10.597 -0.0434
C 7.098 -15.801 -11.016 -0.0774
C 7.124 -16.829 -10.083 -0.1354
C 7.110 -16.535 -8.698 -0.2470
C 6.562 -15.283 -8.370 -0.2622
H 5.289 -13.402 -5.832 0.0565
H 6.082 -11.468 -7.264 0.0927
H 7.178 -12.029 -9.380 0.1065
H 7.091 -13.640 -11.316 0.1200
H 7.260 -16.054 -12.061 0.1032
H 7.132 -17.915 -10.391 0.1042
C 9.445 -16.268 -4.032 -0.0527
C 8.893 -17.604 -4.561 -0.7044
C 7.550 -17.856 -3.906 -0.0960
C 9.897 -18.781 -4.276 -0.0268
N 8.709 -17.538 -5.981 -0.2090
H 9.572 -16.437 -2.940 0.0905
H 8.629 -15.533 -4.169 0.0813
H 10.390 -16.033 -4.463 0.0641
H 7.656 -17.981 -2.854 0.0687
H 7.166 -18.824 -4.314 0.0390
H 6.879 -16.999 -4.102 0.0285
H 10.107 -18.828 -3.222 0.0699
H 10.819 -18.681 -4.825 0.0670
H 9.455 -19.780 -4.486 0.0852

# 7
101
Properties=species:S:1:pos:R:3:lowdin_charge:R:1 method="wB97M-V/def2-TZVPD" total_charge=-2 orbital_gap_ev=4.5 multiplicity=1
Rb 0.891 2.681 -0.982 0.5059
C -1.800 -1.818 4.127 -0.0413
C -1.925 -0.953 2.917 -0.1138
C -0.794 0.855 2.359 -0.0340
C 0.479 0.918 3.243 -0.2510
C 0.440 -0.881 4.531 -0.1492
C -0.700 -1.790 4.870 -0.0504
N 1.409 2.003 3.006 0.0882
N 1.926 1.951 1.914 0.0329
C 2.975 2.894 1.665 -0.3685
C 3.478 3.703 2.701 -0.0816
C 4.532 4.557 2.464 -0.1454
C 5.120 4.563 1.194 -0.1480
C 4.632 3.722 0.206 -0.1990
C 3.518 2.863 0.361 -0.1777
H -2.623 -2.480 4.388 0.0987
H -2.666 -1.363 2.232 0.1278
H -0.788 1.547 1.519 0.1203
H 1.339 -1.221 5.043 0.1186
H -0.615 -2.417 5.755 0.0951
H 3.047 3.622 3.695 0.0819
H 4.915 5.192 3.253 0.0756
H 5.960 5.224 0.995 0.0745
H 5.144 3.740 -0.756 0.0575
C -4.647 0.386 2.848 -0.0758
C -3.396 1.124 2.352 -0.3470
C -3.304 1.020 0.828 -0.0536
C -2.146 0.618 3.097 -0.2671
C -2.164 1.118 4.516 -0.0222
C -1.074 1.162 5.272 -0.0343
C 0.240 0.681 4.749 -0.1402
C 0.713 -0.634 3.014 -0.1577
C 1.994 -1.247 2.455 -0.3232
C 3.267 -0.735 3.146 -0.0531
C 1.973 -2.773 2.577 -0.0529
C -0.604 -0.659 2.135 -0.2433
N -0.581 -1.233 0.826 0.0234
B -0.291 -0.563 -0.454 -0.3364
N -0.398 -1.759 -1.334 -0.0350
C -0.662 -2.938 -0.614 -0.1159
C -0.796 -2.615 0.681 -0.1106
C -0.125 -1.816 -2.721 -0.1272
C 1.212 -1.940 -3.137 -0.1164
C 1.508 -1.960 -4.499 -0.0512
C 0.504 -1.847 -5.444 -0.1121
C -0.811 -1.715 -5.021 -0.0738
C -1.153 -1.697 -3.667 -0.1196
C -2.631 -1.551 -3.320 -0.3573
C -2.945 -0.296 -2.504 -0.0545
C -3.216 -2.791 -2.639 -0.0643
C 2.342 -2.029 -2.126 -0.3663
C 3.002 -3.411 -2.167 -0.0670
C 3.374 -0.913 -2.323 -0.0487
H -5.548 0.953 2.600 0.0730
H -4.635 0.221 3.931 0.0676
H -4.730 -0.592 2.362 0.0762
H -3.501 2.181 2.614 0.1395
H -2.923 0.040 0.516 0.0644
H -2.648 1.774 0.391 0.0740
H -4.296 1.159 0.385 0.0833
H -3.115 1.458 4.922 0.1030
H -1.130 1.541 6.289 0.0953
H 1.066 1.100 5.323 0.1331
H 2.041 -0.966 1.398 0.1319
H 3.289 -1.020 4.206 0.0708
H 3.376 0.345 3.077 0.0598
H 4.143 -1.184 2.668 0.0758
H 1.804 -3.076 3.619 0.0761
H 2.937 -3.184 2.261 0.0726
H 1.199 -3.225 1.959 0.0514
H -0.746 -3.910 -1.083 0.1094
H -1.059 -3.265 1.506 0.1093
H 2.541 -2.051 -4.820 0.1049
H 0.739 -1.847 -6.504 0.0938
H -1.602 -1.619 -5.761 0.1009
H -3.138 -1.455 -4.285 0.1130
H -2.456 -0.318 -1.531 0.0269
H -4.029 -0.195 -2.364 0.0811
H -2.578 0.599 -3.003 0.0746
H -2.777 -2.939 -1.652 0.0525
H -3.037 -3.691 -3.236 0.0759
H -4.296 -2.669 -2.516 0.0714
H 1.910 -1.890 -1.139 0.1089
H 3.468 -3.597 -3.143 0.0684
H 2.269 -4.202 -1.983 0.0730
H 3.780 -3.481 -1.400 0.0720
H 3.898 -1.013 -3.281 0.0691
H 4.119 -0.943 -1.522 0.0801
H 2.895 0.067 -2.284 0.0782
C -2.395 3.238 -5.173 -0.1079
N -1.117 3.526 -4.560 -0.0037
C -0.022 2.728 -4.584 -0.6343
N -0.079 1.612 -5.414 0.1675
O 1.008 3.004 -3.970 -0.0662
H -3.119 3.928 -4.744 0.0721
H -2.758 2.230 -4.972 0.0623
H -2.367 3.383 -6.258 0.0743
H -1.146 4.163 -3.764 -0.0446
H -0.989 1.201 -5.554 0.0605
H 0.617 0.926 -5.161 0.0811
Br -1.939 4.857 -1.595 -0.4864

# 8
31
Properties=species:S:1:pos:R:3:lowdin_charge:R:1 method="wB97M-V/def2-TZVPD" total_charge=0 orbital_gap_ev=9.0 multiplicity=1 smiles="COC(=O)CSc1nnc(SCc2ccccc2)s1"
C 0.999 2.349 5.669 -0.0389
H 1.726 1.973 6.390 0.0998
H 1.281 3.339 5.321 0.0947
H 0.014 2.371 6.139 0.0991
O 0.974 1.517 4.516 -0.0715
C 0.663 0.239 4.718 -0.5873
O 0.393 -0.237 5.786 0.1224
C 0.677 -0.539 3.420 -0.3289
H 0.564 -1.603 3.618 0.0980
H -0.117 -0.194 2.757 0.0899
S 2.254 -0.253 2.544 0.9486
C 1.775 -0.789 0.974 -0.9582
N 0.593 -1.196 0.658 -0.0573
N 0.470 -1.554 -0.610 -0.0567
C 1.551 -1.428 -1.299 -0.9517
S 1.718 -1.814 -2.967 0.9191
C -0.046 -2.114 -3.389 -0.3916
C -0.823 -0.839 -3.374 -0.3176
C -1.783 -0.607 -2.398 -0.0573
C -2.481 0.588 -2.381 -0.0791
C -2.224 1.560 -3.332 -0.0930
C -1.265 1.335 -4.306 -0.0852
C -0.567 0.142 -4.326 -0.0608
H 0.190 -0.032 -5.078 0.1096
H -1.059 2.091 -5.049 0.1013
H -2.768 2.493 -3.314 0.0996
H -3.226 0.761 -1.618 0.1020
H -1.974 -1.359 -1.649 0.1056
H -0.004 -2.556 -4.385 0.0831
H -0.426 -2.834 -2.668 0.0790
S 2.919 -0.811 -0.366 0.9830

| no. | E_tot (eV) |
| --- | --- |
| 1 | -177827.2702 |
| 2 | -18682.3763 |
| 3 | -29127.5189 |
| 4 | -10682.1625 |
| 5 | -42892.2810 |
| 6 | -76662.9051 |
| 7 | -124670.0881 |
| 8 | -52219.0215 |